1.
47
Properties=species:S:1:pos:R:3:nbo_charge:R:1 method="wB97M-V/def2-TZVPD" lumo_ha="-0.09721 / -0.09679" s_squared=15.760 total_charge=+1 e_homo_ha="-0.37503 / -0.43528" e_above_lowest_kcal_mol=0.0 multiplicity=8
Eu 0.21474 0.92745 0.54139 1.257
P 2.40110 -1.10177 0.77741 0.824
C 2.32573 -1.05181 -1.07359 -0.760
C 1.01786 -1.55110 -1.67982 0.245
N -0.14656 -1.02483 -1.22654 -0.542
C -1.30835 -1.44812 -1.77172 0.243
C -1.33853 -2.36211 -2.82661 -0.244
C -0.14709 -2.89952 -3.30520 -0.123
C 1.04592 -2.49948 -2.70732 -0.248
C -2.64282 -0.92261 -1.26365 -0.744
P -2.56051 0.68632 -0.37398 0.809
H 2.01147 -2.90496 -3.01402 0.235
H -2.30229 -2.61897 -3.26301 0.234
H -0.14868 -3.61803 -4.12535 0.240
H -3.32649 -0.78860 -2.11775 0.246
H -3.10753 -1.65123 -0.57202 0.263
H 2.49301 0.01918 -1.38496 0.255
H 3.16061 -1.66702 -1.43548 0.247
H 1.13896 2.97601 -0.77444 0.525
O 1.77630 2.20484 -0.95525 -0.977
H 1.95847 2.21556 -1.91290 0.503
H -0.19277 3.33865 1.11219 0.543
O -0.24737 3.41382 0.09792 -0.998
H -0.78007 4.19923 -0.10621 0.517
C -2.76987 1.84965 -1.77595 -0.927
H -3.77964 1.75610 -2.19787 0.240
H -2.62623 2.87292 -1.40025 0.237
H -2.01727 1.65894 -2.55279 0.240
C -4.19796 0.78336 0.42347 -0.927
H -4.14822 1.60290 1.15624 0.253
H -4.99677 0.99304 -0.30266 0.239
H -4.40012 -0.14930 0.97125 0.252
C 2.36435 -2.87851 1.18147 -0.933
H 3.32352 -3.36276 0.95533 0.235
H 2.17452 -2.94297 2.26265 0.258
H 1.53783 -3.38108 0.66432 0.245
C 4.15905 -0.71754 1.10791 -0.929
H 4.22378 -0.42578 2.16689 0.255
H 4.79330 -1.60028 0.94184 0.235
H 4.49998 0.13211 0.49964 0.248
Cl 1.65908 2.36609 5.22008 0.017
C 0.07397 1.70329 4.80746 -0.321
Cl -1.28008 2.72693 5.29429 0.017
C 0.04866 1.52969 3.28283 0.777
O 0.03662 0.32909 2.84911 -0.727
O 0.06000 2.56593 2.54263 -0.781
H -0.03359 0.71727 5.26302 0.248


2.
47
Properties=species:S:1:pos:R:3:lowdin_spin:R:1 method="wB97M-V/def2-TZVPD" lumo_ha="-0.28657 / -0.36679" s_squared=15.902 total_charge=+2 e_homo_ha="-0.55690 / -0.57333" multiplicity=8
Gd -0.02876 -0.45192 1.26965 5.401
P -2.58707 0.15049 0.26501 0.011
C -2.12330 0.43856 -1.44954 0.443
C -0.81984 1.01858 -1.77368 0.009
N 0.28808 0.78305 -0.98104 0.064
C 1.51520 1.11882 -1.43988 0.024
C 1.69219 1.83430 -2.62553 0.121
C 0.58402 2.12285 -3.42199 -0.009
C -0.67019 1.69845 -3.00079 0.127
C 2.76091 0.75984 -0.63792 0.002
P 2.65916 -0.78629 0.44300 -0.015
H -1.55362 1.85591 -3.61761 0.004
H 2.69045 2.16237 -2.90434 0.005
H 0.70044 2.66405 -4.35744 -0.003
H 3.60115 0.63381 -1.34469 0.000
H 3.01244 1.59407 0.04594 0.000
H -2.07808 -0.99843 -2.28317 0.032
H -2.94052 0.78987 -2.09309 0.017
H -0.81893 -2.19668 -1.29497 0.001
O -1.79223 -2.00450 -2.31934 0.077
H -1.93207 -2.37185 -3.19203 0.002
H -0.53302 -2.15301 1.95169 0.555
O -0.19322 -2.13580 -0.43101 0.078
H 0.20232 -3.02223 -0.26520 0.004
C 3.19763 -2.02054 -0.80995 -0.004
H 4.22927 -1.83379 -1.14845 -0.001
H 3.16676 -3.01795 -0.35058 0.000
H 2.50625 -2.03870 -1.66465 0.000
C 4.19800 -0.59273 1.40980 -0.005
H 4.23281 -1.42520 2.12561 0.000
H 5.09733 -0.62365 0.77639 -0.001
H 4.15677 0.34799 1.97692 0.000
C -3.50649 1.57817 0.92340 0.026
H -4.44312 1.71527 0.36334 -0.002
H -3.71394 1.39490 1.98988 0.004
H -2.87148 2.47219 0.84613 0.000
C -3.84680 -1.17240 0.16434 -0.003
H -4.15372 -1.44299 1.18573 0.000
H -4.71733 -0.82878 -0.41264 -0.002
H -3.40863 -2.06584 -0.30391 0.000
Cl -1.81492 -0.41391 4.02283 0.040
C -0.28493 0.43539 4.51018 0.002
Cl 1.17246 -0.60189 4.06824 0.022
C -0.20129 1.70033 3.64675 0.000
O -0.22536 2.78966 4.20061 -0.001
O -0.12261 1.45733 2.35915 -0.028
H -0.28213 0.68280 5.57884 0.000


3.
48
Properties=species:S:1:pos:R:3:nbo_charge:R:1 method="wB97M-V/def2-TZVPD" lumo_ha=0.01536 e_homo_ha=-0.31100 e_above_lowest_kcal_mol=0.0 multiplicity=1
O 1.27102 2.80495 -0.28694 -0.672
O -0.06717 -2.47980 1.72985 -0.820
O -0.00865 -1.37511 -2.32236 -0.698
O -1.21579 1.23538 -1.03650 -0.636
O 0.41725 -4.05332 0.33739 -0.739
C 0.43738 3.48941 0.30658 0.703
C -0.41844 -3.27121 0.80751 0.770
C -1.19126 -1.65788 -2.08239 0.705
C -1.10133 0.69704 0.04723 0.674
C 2.03152 -0.87529 -0.05158 0.686
N 1.88851 0.10593 -0.86852 -0.783
N -2.05676 -1.92051 -3.05412 -0.585
N 2.14117 -0.67675 1.24220 -0.603
N -1.26217 -0.62335 0.23114 -0.659
N -0.54011 2.96879 1.06444 -0.595
N 1.96499 -2.07479 -0.57350 -0.796
C 0.59614 4.99262 0.25134 -0.701
C -1.72493 -1.77523 -4.47185 -0.423
C 2.50225 0.61809 1.83295 -0.224
C 1.36824 1.20445 2.72890 -0.417
C -1.73485 -3.04675 0.05516 -0.504
C -0.11370 0.86336 2.48619 -0.411
C -1.79646 -1.66284 -0.69109 -0.109
C -0.87227 1.53886 1.31218 -0.129
H 1.54814 -0.17331 -1.76381 0.428
H 1.66068 1.01507 -0.54079 0.435
H -2.96925 -2.26184 -2.77109 0.399
H 1.83701 -1.46146 1.81540 0.449
H -0.91814 -0.95333 1.15125 0.450
H -1.13847 3.65908 1.48247 0.398
H 1.41909 -2.12423 -1.43634 0.425
H 1.66558 -2.83305 0.02864 0.438
H -0.32514 5.50137 0.44463 0.209
H 0.94185 5.26553 -0.76314 0.250
H 1.33226 5.32993 0.99320 0.238
H -0.64438 -1.68820 -4.66458 0.241
H -2.09811 -0.84595 -4.90206 0.204
H -2.09105 -2.59570 -5.01352 0.203
H 3.39961 0.46271 2.38524 0.204
H 2.74575 1.34099 1.05369 0.225
H 1.63128 0.89035 3.75796 0.212
H 1.47047 2.27732 2.77680 0.210
H -2.44902 -3.05461 0.84994 0.224
H -1.92823 -3.84436 -0.66148 0.229
H -0.61291 1.18664 3.45939 0.215
H -0.25520 -0.23022 2.48408 0.245
H -2.83271 -1.43463 -0.77193 0.203
H -1.90371 1.54585 1.61182 0.230


4.
48
Properties=species:S:1:pos:R:3:nbo_charge:R:1 method="wB97M-V/def2-TZVPD" lumo_ha=0.00606 e_homo_ha=-0.33323 e_above_lowest_kcal_mol=0.0 multiplicity=1
O 3.58739 -1.70646 -2.27844 -0.648
O 1.58632 0.08087 1.97599 -0.822
O -0.24189 -0.33686 -2.05775 -0.693
O -2.38480 3.39638 -0.46732 -0.665
O 0.38428 -1.23986 3.16509 -0.737
C 2.59591 -2.49372 -2.22460 0.673
C 0.92096 -0.97134 2.06172 0.795
C 0.43108 -0.18348 -1.00970 0.679
C -1.79235 2.34415 -0.77142 0.663
C 1.06372 2.06772 4.45992 0.662
N 0.97970 0.82756 4.82742 -0.784
N -2.44609 1.22702 -1.06904 -0.610
N 1.15137 2.40599 3.20232 -0.595
N 1.53743 -2.42021 -1.41860 -0.592
N 0.44078 0.98814 -0.38678 -0.623
N 0.91346 2.95914 5.38811 -0.780
C 2.55133 -3.59485 -3.23513 -0.707
C -3.90773 1.12383 -1.08672 -0.423
C 0.91951 3.70119 2.59509 -0.207
C -0.14178 3.56615 1.47460 -0.412
C 0.79688 -1.95076 0.89689 -0.501
C 0.45875 3.40725 0.06828 -0.407
C 1.30375 -1.34067 -0.44033 -0.133
C -0.22468 2.28374 -0.75172 -0.120
H 0.69529 0.56138 5.76102 0.397
H 1.05169 0.08577 4.08860 0.469
H -1.89813 0.44990 -1.42245 0.434
H 1.32075 1.61694 2.54312 0.462
H 0.73504 -3.02925 -1.62199 0.404
H 1.06649 0.98809 0.40724 0.433
H 0.86045 3.93060 5.15343 0.409
H 0.91828 2.61394 6.32965 0.406
H 3.46240 -3.51870 -3.79823 0.245
H 2.46807 -4.56553 -2.72921 0.219
H 1.71807 -3.45495 -3.93964 0.228
H -4.28064 0.10246 -0.85964 0.209
H -4.33283 1.82674 -0.34389 0.228
H -4.28160 1.43474 -2.11271 0.199
H 0.51152 4.36864 3.34696 0.181
H 1.85755 4.10886 2.17462 0.202
H -0.73890 4.46681 1.53995 0.231
H -0.79867 2.71226 1.70101 0.222
H 1.39312 -2.81308 1.08387 0.245
H -0.27892 -2.17741 0.74456 0.225
H 1.54805 3.24261 0.15496 0.213
H 0.25322 4.35510 -0.45970 0.240
H 2.24210 -0.90482 -0.21189 0.253
H 0.01991 2.48710 -1.81258 0.233


5.
59
Properties=species:S:1:pos:R:3:nbo_charge:R:1 method="wB97M-V/def2-TZVPD" lumo_ha=0.00503 e_homo_ha=-0.33696 multiplicity=1
C -0.88951 2.02309 1.66879 -0.410
N -1.19521 1.76608 0.27188 -0.603
C -1.23110 0.31831 0.01173 -0.640
B 0.23804 -0.21113 -0.07323 1.222
O 0.59411 -1.37322 0.65596 -0.911
B 1.59750 -0.99513 1.52959 1.176
C 1.41800 -1.11290 3.09235 -1.063
S 2.28921 -2.46355 3.85586 2.064
O 1.34666 -3.29063 4.54965 -0.925
O 3.45498 -1.94913 4.51262 -0.928
O 2.73010 -0.42454 0.97427 -0.910
B 2.42779 0.58406 0.04752 0.821
P 3.55115 2.17154 -0.08514 0.833
C 3.15875 2.83942 1.58538 -0.960
O 5.03620 1.47150 0.18490 -0.970
O 1.28760 0.43045 -0.71589 -0.899
H 0.14423 1.72505 1.89891 0.152
H -1.55362 1.49083 2.36751 0.159
H -0.97530 3.08573 1.88134 0.233
H -2.12141 2.13435 0.08770 0.375
H -1.79365 0.12268 -0.90289 0.277
H -1.73045 -0.21500 0.83840 0.180
H 0.36764 -1.27159 3.33293 0.283
H 1.77097 -0.22083 3.61093 0.287
H 2.72095 -3.16683 2.77889 -0.043
H 3.16360 2.06909 2.35944 0.215
H 3.92346 3.57853 1.82071 0.246
H 2.18213 3.32685 1.56283 0.245
H 5.09077 1.02436 1.04429 0.485
C 1.11025 0.25493 -4.37393 -0.100
C 0.74997 1.61025 -4.95813 -0.100
O -0.66249 1.67591 -4.71903 -0.483
C -0.95735 0.86432 -3.68524 0.979
O -2.00126 0.82123 -3.11772 -0.590
O 0.10544 0.09059 -3.36752 -0.500
H 2.09523 0.21810 -3.91680 0.208
H 1.01039 -0.55249 -5.10099 0.192
H 1.22976 2.43255 -4.42614 0.194
H 0.94420 1.69764 -6.02293 0.207
C 1.01213 -3.21620 -2.11292 -0.100
C 1.36069 -4.25817 -1.07263 -0.100
O 1.26592 -5.47876 -1.80887 -0.489
C 1.44369 -5.19528 -3.12365 0.966
O 1.58503 -6.00290 -3.97940 -0.563
O 1.44057 -3.85191 -3.32056 -0.496
H 1.54660 -2.28194 -1.96095 0.203
H -0.05958 -3.01910 -2.17485 0.191
H 2.38488 -4.14594 -0.70972 0.181
H 0.67810 -4.27944 -0.22754 0.208
C -6.16887 1.76576 2.45208 -0.100
C -5.43096 1.21599 1.24315 -0.099
O -4.44570 2.22893 1.01108 -0.501
C -4.23682 2.90365 2.16893 0.970
O -3.35698 3.68259 2.33692 -0.576
O -5.15629 2.55129 3.09193 -0.485
H -6.52510 1.00236 3.13735 0.208
H -6.99362 2.42250 2.17237 0.189
H -4.92058 0.27606 1.45938 0.187
H -6.05083 1.10003 0.35910 0.210


6.
55
Properties=species:S:1:pos:R:3:mulliken_charge:R:1 method="wB97M-V/def2-TZVPD" lumo_ha=-0.29227 total_charge=+2 e_homo_ha=-0.49145 e_above_lowest_kcal_mol=0.0 multiplicity=1
Sr -3.08434 2.30266 2.15455 1.690
Sr -7.04714 2.89065 1.25970 1.227
O -5.30773 2.24262 3.19948 -0.659
C -6.05045 1.28890 3.99279 -0.283
C -6.96656 0.26807 3.23776 0.920
O -7.82456 0.76746 2.25289 -0.654
H -6.64512 2.01906 4.56049 -0.357
H -5.35323 0.77509 4.66406 0.263
H -7.54839 -0.23262 4.02239 0.254
H -6.27232 -0.48739 2.82523 -0.718
Br -5.90133 5.71536 2.30721 -0.269
C -5.82951 5.33499 4.24240 0.143
C -5.85366 6.63554 4.99925 -0.783
Br -7.50656 7.67060 4.64474 -0.117
H -4.94596 4.74277 4.47924 0.376
H -6.64086 4.70594 4.61653 -0.200
H -5.01781 7.28029 4.74088 0.451
H -5.85389 6.42591 6.06747 0.414
Br -9.92533 2.66313 0.40548 -0.243
C -11.05610 2.46050 2.04691 -0.532
C -10.24578 2.52108 3.31899 -0.179
Br -9.12045 4.10160 3.35531 -0.072
H -11.66688 1.56185 1.99536 0.369
H -11.77304 3.28217 2.06523 0.472
H -9.62061 1.64448 3.47959 -0.094
H -10.87459 2.64272 4.19982 0.475
Br -8.96424 -4.40985 4.22262 -0.140
C -9.29764 -2.84764 3.07266 -0.087
C -10.71201 -2.38625 3.37592 -0.566
Br -11.22348 -1.25743 1.84891 -0.186
H -9.12254 -3.05905 2.02238 0.224
H -8.56229 -2.06978 3.28126 -0.099
H -10.86756 -1.88367 4.32527 0.417
H -11.42366 -3.20697 3.36578 0.459
Br -0.37582 -1.87092 5.41571 -0.176
C -2.15794 -2.61464 5.66598 -0.657
C -3.24079 -1.61958 5.41998 -0.081
Br -4.97897 -2.50072 5.74422 -0.122
H -2.17186 -2.99048 6.68560 0.423
H -2.24216 -3.47725 5.01115 0.388
H -3.23174 -1.23600 4.40131 -0.107
H -3.25776 -0.72916 6.04536 0.428
Br -6.73993 -3.57383 0.50331 -0.071
C -5.15338 -2.92184 1.43672 -0.485
C -4.70072 -1.68091 0.69544 -0.436
Br -3.21801 -0.83306 1.67125 -0.359
H -4.42776 -3.72088 1.32054 0.455
H -5.34282 -2.65681 2.47401 0.158
H -5.52971 -0.97563 0.64438 0.218
H -4.27607 -1.82953 -0.29149 0.488
C -8.89933 3.95249 7.61304 0.127
Cl -9.02844 3.69962 9.35217 -0.096
Cl -7.40014 3.14671 7.01695 -0.118
Cl -8.91724 5.64635 7.17200 -0.063
H -9.75907 3.48776 7.14964 0.170


no.,E (hartree)
1,-3178.82775
2,-3233.52683
3,-1214.59316
4,-1214.59314
5,-2508.08953
6,-27842.47652